[1]
Formula: C2H4P2S2
Source: the Open Molecules 2025 dataset
Level of theory: ωB97M-V/def2-TZVPD

## Properties
- Kohn-Sham gap (eV) = 8.034
- energy relative to the best compared isomer or geometry (same formula, charge and spin) (kJ/mol) = 110.38

The geometry in ORCA input format:
```
! RIJCOSX wB97M-V def2-TZVPD def2/J DEFGRID3
* xyz 0 1
C -0.3157 -0.1374 -1.3194
C -0.2342 0.3008 1.2872
P -0.4109 1.3492 -0.1540
P -0.9469 -1.4692 -0.0173
S -2.4995 1.2357 -0.0492
S -2.8994 -0.8368 0.1959
H -0.9840 0.0005 -2.0681
H 0.6796 -0.4260 -1.5850
H 0.9189 0.0604 1.4615
H -0.3742 0.7805 2.2635
*
```


[2]
Formula: C2H4S2
Source: the Open Molecules 2025 dataset
Level of theory: ωB97M-V/def2-TZVPD

## Properties
- structure (SMILES) = C=C=S.S
- Kohn-Sham gap (eV) = 8.614
- energy relative to the best compared isomer or geometry (same formula, charge and spin) (kJ/mol) = 117.92

The geometry in ORCA input format:
```
! RIJCOSX wB97M-V def2-TZVPD def2/J DEFGRID3
* xyz 0 1
C 0.4338 1.3027 -0.5155
C 1.6333 1.1274 -0.9657
S -1.0301 1.5470 -0.0434
S -1.6684 -1.9607 1.8721
H 2.4960 1.3119 -0.3470
H -1.8799 -3.0192 1.0960
H 1.8219 0.7955 -1.9707
H -1.8067 -1.1046 0.8742
*
```


[3]
Formula: C2H4S3
Source: the Open Molecules 2025 dataset
Level of theory: ωB97M-V/def2-TZVPD

## Properties
- Kohn-Sham gap (eV) = 7.959
- energy relative to the best compared isomer or geometry (same formula, charge and spin) (kJ/mol) = 127.90

The geometry in ORCA input format:
```
! RIJCOSX wB97M-V def2-TZVPD def2/J DEFGRID3
* xyz 0 1
C -1.7183 -0.0144 0.0777
C 1.1002 -0.4674 -0.1148
S -1.2887 1.8567 0.0730
S -3.2764 -0.7513 -0.0603
S -0.5371 -1.2747 0.0921
H 1.9232 -1.0280 0.5745
H 0.8321 0.5636 0.2349
H 1.4046 -0.5206 -1.1574
H -3.9629 0.4170 -0.0896
*
```


[4]
Formula: C2H4S3
Source: the Open Molecules 2025 dataset
Level of theory: ωB97M-V/def2-TZVPD

## Properties
- Kohn-Sham gap (eV) = 7.343
- energy relative to the best compared isomer or geometry (same formula, charge and spin) (kJ/mol) = 444.98

The geometry in ORCA input format:
```
! RIJCOSX wB97M-V def2-TZVPD def2/J DEFGRID3
* xyz 0 1
C 0.5222 -0.3257 -0.5962
C -0.3972 -0.4293 0.5530
H 1.5587 2.0313 -1.5165
H 1.5470 0.1320 -0.3184
H 0.7070 -1.5766 -1.0895
H -1.5217 -0.2734 2.5042
S 0.0013 0.8978 -1.8599
S -0.3463 0.5703 2.0396
S -2.0712 -1.0264 0.2838
*
```


[5]
Formula: C2H4Si
Source: the Open Molecules 2025 dataset
Level of theory: ωB97M-V/def2-TZVPD

## Properties
- structure (SMILES) = C#C[SiH3]
- Kohn-Sham gap (eV) = 11.608
- energy relative to the best compared isomer or geometry (same formula, charge and spin) (kJ/mol) = 13.73

The geometry in ORCA input format:
```
! RIJCOSX wB97M-V def2-TZVPD def2/J DEFGRID3
* xyz 0 1
C 2.2926 0.0019 -0.0690
C 1.1045 0.1852 0.0537
Si -0.7301 -0.0637 0.0091
H 3.3682 -0.1691 -0.0073
H -1.2854 1.0422 -0.6852
H -1.2465 -0.2991 1.3638
H -1.4261 -1.0219 -0.7956
*
```


[6]
Formula: C2H4Si
Source: the Open Molecules 2025 dataset
Level of theory: ωB97M-V/def2-TZVPD

## Properties
- structure (SMILES) = C1=C[SiH2]1
- Kohn-Sham gap (eV) = 10.340
- energy relative to the best compared isomer or geometry (same formula, charge and spin) (kJ/mol) = 96.70

The geometry in ORCA input format:
```
! RIJCOSX wB97M-V def2-TZVPD def2/J DEFGRID3
* xyz 0 1
C 0.8403 0.7375 0.0417
C 0.8242 -0.7219 -0.0890
Si -0.8601 -0.0038 0.0198
H 1.7777 1.3168 0.3890
H 1.6502 -1.3583 0.1896
H -1.9200 0.1988 1.1296
H -1.3919 -0.3797 -1.2507
*
```


[7]
Formula: C2H54Cl8O27
Source: the Open Molecules 2025 dataset
Level of theory: ωB97M-V/def2-TZVPD

## Properties
- Kohn-Sham gap (eV) = 10.688

The geometry in ORCA input format:
```
! RIJCOSX wB97M-V def2-TZVPD def2/J DEFGRID3
* xyz 0 1
C 7.1512 -2.1993 -2.3356
Cl 6.1017 -3.4723 -1.8936
Cl 8.4024 -2.7341 -3.4517
Cl 6.3027 -0.8753 -3.0887
Cl 7.9719 -1.5891 -0.8011
C 4.8233 2.6342 0.1015
Cl 6.3301 3.3775 -0.3910
Cl 5.0892 1.2439 1.1218
Cl 3.7615 3.7646 1.0108
Cl 3.8554 2.1357 -1.3111
O -0.8240 2.0901 -3.6776
H -1.7517 1.9705 -3.6786
H -0.3729 1.4387 -4.2122
O 0.7720 -0.5037 -4.2414
H -0.1101 -0.8468 -4.1907
H 1.3677 -1.3398 -4.2952
O -0.0244 -0.4392 3.6618
H 0.1150 -0.5856 2.6843
H -0.5415 0.3937 3.7381
O 4.8254 -1.1281 2.7982
H 5.4644 -1.6346 3.2973
H 4.0934 -0.9917 3.4411
O -4.3075 2.4945 1.9347
H -3.5215 2.9506 2.2639
H -4.6913 2.1337 2.7742
O 2.6308 -0.7668 4.4951
H 2.1523 -1.4699 5.0399
H 1.8488 -0.4836 3.9677
O -0.3559 3.3521 1.5192
H -0.5487 3.1919 0.5631
H 0.4227 2.8472 1.4487
O -3.9307 1.8242 -3.3229
H -4.2487 0.8938 -3.4912
H -4.6245 2.3410 -2.8517
O -0.8646 2.2666 4.3361
H 0.1035 2.2849 4.6722
H -0.6687 2.7537 3.5343
O -3.2700 -3.1133 -2.9891
H -3.4161 -3.8616 -2.3748
H -4.1577 -2.7520 -3.2127
O -4.1342 -0.0804 2.2872
H -3.4211 0.5072 1.9547
H -3.6043 -0.8243 2.7074
O -2.4047 -1.9640 3.3803
H -1.5014 -1.5440 3.3237
H -2.5493 -2.1173 4.3341
O -5.2744 -1.2171 -3.1288
H -5.3098 -0.7019 -3.9479
H -5.2093 -0.7503 -2.2818
O 3.3235 -1.3186 0.1886
H 4.0335 -1.0596 0.7963
H 3.1645 -0.5778 -0.4409
O -3.3468 -2.6438 0.4263
H -3.7127 -3.3837 0.9180
H -3.2335 -1.9925 1.1501
O -2.1028 -0.7493 -3.3699
H -2.2239 -1.6992 -3.4403
H -2.2996 -0.5758 -2.4212
O 2.7685 -3.2715 -1.5203
H 3.3018 -2.6257 -1.0300
H 1.8955 -3.4256 -1.0197
O 0.1656 2.7676 -1.1294
H -0.2858 2.4573 -2.0100
H 0.3322 3.7042 -1.3511
O 2.3328 -2.6379 -4.0740
H 2.7323 -2.7699 -3.1894
H 3.0213 -2.6099 -4.8210
O 1.5574 1.8824 5.5448
H 1.7529 0.9184 5.5373
H 2.2494 2.1817 4.9293
O 1.1175 -0.1953 -1.5252
H 1.1155 0.7344 -1.3252
H 1.0924 -0.2535 -2.5457
O 4.7816 2.5743 4.3884
H 5.0333 2.0521 3.5974
H 4.7329 3.5370 4.1514
O -2.4461 0.6196 -0.6952
H -2.4439 1.0697 -1.5445
H -3.3737 0.4254 -0.5607
O 0.1949 -0.8430 1.0287
H -0.3749 -0.6098 0.2939
H 1.0291 -0.9237 0.5622
O -5.8244 2.7738 -0.9486
H -4.9652 2.7245 -0.4884
H -6.3477 3.3641 -0.4197
O -0.1953 -2.6964 -1.0837
H 0.1472 -1.8198 -1.2072
H -0.5976 -2.8623 -1.8896
O -5.2195 -0.3322 -0.5635
H -5.0943 -1.1178 0.0131
H -5.7343 0.3040 -0.1334
*
```


[8]
Formula: C2H5BN2SZn
Source: the Open Molecules 2025 dataset
Level of theory: ωB97M-V/def2-TZVPD

## Properties
- Kohn-Sham gap (eV) = 3.673
- energy relative to the best compared isomer or geometry (same formula, charge and spin) (kJ/mol) = 0.00

The geometry in ORCA input format:
```
! RIJCOSX wB97M-V def2-TZVPD def2/J DEFGRID3
* xyz 2 1
N 1.3421 0.0244 0.4787
C 0.3831 -0.0238 -0.5866
B -0.8482 -1.0921 -0.1717
N -1.7316 -0.6723 0.8392
C -2.5949 0.1273 0.4689
S -3.6219 1.1259 -0.0335
H 1.7256 1.0568 0.5448
H 2.1394 -0.5432 0.1703
H 0.8268 -0.4287 -1.4864
H -0.0354 0.9605 -0.7552
H -0.9609 -2.1308 -0.7302
Zn 3.3759 1.5959 1.2616
*
```


[9]
Formula: C2H5BO
Source: the Open Molecules 2025 dataset
Level of theory: ωB97M-V/def2-TZVPD

## Properties
- structure (SMILES) = CCB=O
- Kohn-Sham gap (eV) = 12.310
- energy relative to the best compared isomer or geometry (same formula, charge and spin) (kJ/mol) = 107.54

The geometry in ORCA input format:
```
! RIJCOSX wB97M-V def2-TZVPD def2/J DEFGRID3
* xyz 0 1
B 1.4064 -1.1525 -0.1562
C 0.5421 0.4275 -0.1174
C -0.9679 0.3214 0.0563
O 1.8605 -2.2784 -0.3562
H 0.8363 0.9217 0.7050
H 0.6971 1.0049 -0.9732
H -1.2963 -0.0848 1.1646
H -1.5287 1.2670 0.2141
H -1.5494 -0.4267 -0.5370
*
```


[10]
Formula: C2H5Br
Source: the Open Molecules 2025 dataset
Level of theory: ωB97M-V/def2-TZVPD

## Properties
- Kohn-Sham gap (eV) = 8.040
- energy relative to the best compared isomer or geometry (same formula, charge and spin) (kJ/mol) = 418.05

The geometry in ORCA input format:
```
! RIJCOSX wB97M-V def2-TZVPD def2/J DEFGRID3
* xyz 0 1
C -1.0649 -0.2886 -0.3848
C 1.3374 0.9271 0.7039
Br 2.6344 0.3594 -0.4643
H -0.7641 -1.1243 0.1022
H -1.8967 0.1076 0.1383
H -1.1611 -0.5631 -1.5061
H 1.3133 0.2125 1.5931
H -0.3982 0.3695 -0.1823
*
```


[11]
Formula: C2H5BrClN
Source: the Open Molecules 2025 dataset
Level of theory: ωB97M-V/def2-TZVPD

## Properties
- Kohn-Sham gap (alpha / beta) (eV) = 9.079 / 9.082
- energy relative to the best compared isomer or geometry (same formula, charge and spin) (kJ/mol) = 354.19

The geometry in ORCA input format:
```
! RIJCOSX wB97M-V def2-TZVPD def2/J DEFGRID3
* xyz 0 1
C -0.9511 0.2365 0.9775
C 1.2322 0.0514 -0.7908
N -0.8620 0.1903 -0.4364
Cl 1.7132 1.0286 -2.0786
Br 1.3225 -1.7316 -1.1107
H -0.8045 1.3146 1.3182
H -1.9666 -0.0479 1.4089
H -0.2189 -0.4632 1.3187
H 1.5110 0.2573 0.2052
H -0.9759 -0.8359 -0.8119
*
```


[12]
Formula: C2H5BrClN
Source: the Open Molecules 2025 dataset
Level of theory: ωB97M-V/def2-TZVPD

## Properties
- Kohn-Sham gap (eV) = 7.975
- energy relative to the best compared isomer or geometry (same formula, charge and spin) (kJ/mol) = 358.37

The geometry in ORCA input format:
```
! RIJCOSX wB97M-V def2-TZVPD def2/J DEFGRID3
* xyz 0 1
C 1.0745 -0.6366 -0.1120
C -2.4649 -0.0097 -0.2502
N 1.3852 0.7775 0.0021
Cl -2.4052 1.6174 0.0457
Br -4.1318 -0.7839 0.0794
H 0.0154 -0.7784 0.1084
H 1.2544 -0.9485 -1.1396
H 1.6617 -1.2805 0.5572
H 1.2585 1.0880 0.9603
H 2.3521 0.9547 -0.2513
*
```


[13]
Formula: C2H5BrN2O2
Source: the Open Molecules 2025 dataset
Level of theory: ωB97M-V/def2-TZVPD

## Properties
- Kohn-Sham gap (eV) = 8.907
- energy relative to the best compared isomer or geometry (same formula, charge and spin) (kJ/mol) = 190.40

The geometry in ORCA input format:
```
! RIJCOSX wB97M-V def2-TZVPD def2/J DEFGRID3
* xyz 0 1
C -2.5330 0.3182 -1.6606
C 0.7721 0.0131 -1.4374
N 1.1559 0.6479 -0.3423
N 0.4080 -0.7199 2.1093
O -2.1193 0.6105 -0.6317
O -2.8498 -0.0505 -2.7106
Br 1.3860 0.8424 -3.0260
H 0.6254 0.3328 0.4776
H 1.9929 1.1476 -0.1606
H 0.4955 -1.7274 1.8383
H 1.1265 -0.6044 2.8332
H -0.4603 -0.8103 2.7108
*
```


[14]
Formula: C2H5BrN4O2
Source: the Open Molecules 2025 dataset
Level of theory: ωB97M-V/def2-TZVPD

## Properties
- Kohn-Sham gap (alpha / beta) (eV) = 6.399 / 6.394
- energy relative to the best compared isomer or geometry (same formula, charge and spin) (kJ/mol) = 166.26

The geometry in ORCA input format:
```
! RIJCOSX wB97M-V def2-TZVPD def2/J DEFGRID3
* xyz 0 1
C 1.3501 -1.3612 -0.0981
C -1.4964 1.5479 -0.0059
N 1.1804 -1.6406 1.2064
N -0.3115 1.9887 -0.3095
N 0.6026 -0.5012 -0.7559
N -1.3950 0.1651 0.2245
O 2.2858 -1.7909 -0.8138
O -2.5670 2.0742 0.0813
Br -2.7767 -0.9724 0.0547
H 0.4253 -1.1334 1.8308
H 1.8819 -2.0341 1.6436
H 0.4108 1.1915 -0.5516
H -0.2262 2.9004 -0.7976
H 0.6360 -0.4338 -1.7088
*
```


[15]
Formula: C2H5BrSe
Source: the Open Molecules 2025 dataset
Level of theory: ωB97M-V/def2-TZVPD

## Properties
- Kohn-Sham gap (alpha / beta) (eV) = 7.963 / 8.013
- energy relative to the best compared isomer or geometry (same formula, charge and spin) (kJ/mol) = 339.59

The geometry in ORCA input format:
```
! RIJCOSX wB97M-V def2-TZVPD def2/J DEFGRID3
* xyz 0 1
C -0.9998 0.4820 0.4072
C 1.0301 -1.0462 0.2060
Se -0.4108 1.7156 -0.8593
Br 2.4510 0.0947 0.3287
H -1.8893 0.0407 0.1071
H -1.1424 0.9351 1.3737
H 0.6766 -1.1868 -0.7830
H 0.8450 -1.6787 1.0100
H -0.5604 0.6436 -1.7904
*
```


[16]
Formula: C2H5BrSi
Source: the Open Molecules 2025 dataset
Level of theory: ωB97M-V/def2-TZVPD

## Properties
- Kohn-Sham gap (eV) = 9.970
- energy relative to the best compared isomer or geometry (same formula, charge and spin) (kJ/mol) = 425.08

The geometry in ORCA input format:
```
! RIJCOSX wB97M-V def2-TZVPD def2/J DEFGRID3
* xyz 0 1
C 0.0010 -0.4813 -0.4997
C -0.6344 0.4655 -1.1245
Si 0.6476 -0.3791 1.3361
Br -1.4496 0.2947 -2.8466
H -0.1613 -1.4222 -1.1607
H -0.8098 2.1208 -0.7689
H 1.7617 0.5879 1.1278
H 1.2160 -1.5311 2.0805
H -0.5713 0.3447 1.8559
*
```


[17]
Formula: C2H5BrSi
Source: the Open Molecules 2025 dataset
Level of theory: ωB97M-V/def2-TZVPD

## Properties
- Kohn-Sham gap (alpha / beta) (eV) = 7.520 / 8.511
- energy relative to the best compared isomer or geometry (same formula, charge and spin) (kJ/mol) = 73.51
- ⟨S²⟩ = 2.0070

The geometry in ORCA input format:
```
! RIJCOSX wB97M-V def2-TZVPD def2/J DEFGRID3
* xyz 0 3
C -0.3339 -0.3345 -1.4936
C 0.4840 -0.4093 -0.4332
Si 0.0355 0.1077 1.3227
Br 1.8618 -0.0729 2.4270
H 0.1668 -0.4774 -2.5159
H -1.3724 0.0760 -1.5002
H 1.5157 -0.5953 -0.5611
H -1.1285 -0.3978 2.1924
H -1.2290 2.1034 0.5619
*
```


[18]
Formula: C2H5BrSi
Source: the Open Molecules 2025 dataset
Level of theory: ωB97M-V/def2-TZVPD

## Properties
- Kohn-Sham gap (alpha / beta) (eV) = 7.447 / 7.023
- energy relative to the best compared isomer or geometry (same formula, charge and spin) (kJ/mol) = 4.21
- ⟨S²⟩ = 2.0060

The geometry in ORCA input format:
```
! RIJCOSX wB97M-V def2-TZVPD def2/J DEFGRID3
* xyz 0 3
C 0.7270 0.8828 0.1651
C 1.1853 -0.1359 -0.5919
Si -1.7646 -1.5564 0.1290
Br -3.0855 0.3597 0.0569
H 0.7078 0.9084 1.1949
H 0.2098 1.7220 -0.3581
H 1.2304 -0.1868 -1.6338
H 1.6298 -1.0687 -0.2647
H -0.8400 -0.9250 1.3025
*
```


[19]
Formula: C2H5Cl2NO2S2
Source: the Open Molecules 2025 dataset
Level of theory: ωB97M-V/def2-TZVPD

## Properties
- Kohn-Sham gap (eV) = 8.951

The geometry in ORCA input format:
```
! RIJCOSX wB97M-V def2-TZVPD def2/J DEFGRID3
* xyz 0 1
C 0.7018 -1.5022 1.6259
C 0.1745 2.0903 -1.3716
N 0.4162 -1.9668 0.3580
O -0.0620 0.9068 0.8747
O -0.4323 -0.2240 -1.3827
S -0.5435 -1.8529 -0.8004
S -0.8567 0.9201 -0.3793
Cl -0.6899 2.6431 -2.6937
Cl -2.3902 -1.2276 0.1490
H 1.5841 -1.8762 2.0295
H 0.7116 -0.4496 1.7064
H -0.0488 -1.8778 2.2544
H 0.3436 2.8056 -0.6962
H 1.0915 1.6113 -1.6740
*
```


[20]
Formula: C2H5Cl2P
Source: the Open Molecules 2025 dataset
Level of theory: ωB97M-V/def2-TZVPD

## Properties
- structure (SMILES) = C[P@H](Cl)=CCl
- Kohn-Sham gap (alpha / beta) (eV) = 7.538 / 7.538
- energy relative to the best compared isomer or geometry (same formula, charge and spin) (kJ/mol) = 229.25

The geometry in ORCA input format:
```
! RIJCOSX wB97M-V def2-TZVPD def2/J DEFGRID3
* xyz 0 1
C -0.5068 -0.3405 -0.4097
C 1.5544 1.1279 0.7002
P -0.2136 0.8551 0.9294
Cl -2.5616 1.3590 1.3710
Cl 2.5242 1.8521 1.8696
H 0.2852 -1.0556 -0.2799
H -0.5916 0.3494 -1.4044
H -1.4608 -0.9511 -0.2811
H 1.5309 1.6550 -0.2186
H -0.2231 0.1137 2.1058
*
```